# 1
ORCA calculation (ωB97M-V/def2-TZVPD) on a structure of composition C10H9NO.

## Properties
Highest occupied orbital energy ... -8.402 eV
Total charge ... 0
HOMO-LUMO gap ... 8.6 eV
Calculated total energy ... -516.34804 hartree
Max |F| ... 0.126 Eh/bohr

XYZ file:
```
21
C10H9NO, DFT ωB97M-V/def2-TZVPD
C -3.262 1.058 0.075
C -1.851 0.483 0.059
C -0.766 1.167 0.036
C 0.484 0.551 -0.055
C 1.856 1.286 -0.215
C 3.044 0.490 -0.236
C 3.174 -0.926 0.018
C 1.880 -1.424 0.258
C 0.601 -0.772 0.100
C -1.847 -1.078 -0.217
H -3.284 2.116 -0.318
H -3.961 0.156 -0.497
H -3.516 1.112 1.398
H -0.766 2.202 0.107
H 1.879 2.335 -0.073
H 3.932 1.139 -0.567
H 4.173 -1.447 0.014
H 1.793 -2.533 0.838
H -0.316 -2.487 -0.403
N -0.505 -1.567 -0.059
O -2.745 -1.862 -0.264
```

Atom charges from the Mulliken analysis, given in e for atoms 1 to 8: -1.13, 0.42, -0.50, 0.90, -0.91, -0.17, -0.81, -0.14

---

# 2
ORCA calculation (ωB97M-V/def2-TZVPD) on a structure of composition C20H43N2OsP3S.

## Properties
Highest occupied orbital energy (alpha / beta) ... -19.426 / -19.897 eV
Total charge ... +4
Multiplicity ... 5
HOMO-LUMO gap (alpha / beta) ... 6.0 / 4.8 eV
Calculated total energy ... -2408.59376 hartree
Max |F| ... 0.084 Eh/bohr

XYZ file:
```
70
C20H43N2OsP3S, DFT ωB97M-V/def2-TZVPD
Os 0.452 -0.098 0.335
P 0.259 -0.905 2.442
P 1.814 1.710 0.940
P 2.216 -1.293 -0.373
H -1.654 -3.675 -4.605
C -0.873 -3.904 -3.816
C -1.200 -3.796 -2.536
H -2.208 -3.463 -2.306
C -1.331 -0.547 3.309
C 1.375 -0.445 3.816
C 0.241 -2.741 2.565
C 2.079 2.858 -0.474
C 1.310 2.917 2.262
C 3.581 1.543 1.488
C 1.381 -2.705 -1.144
C 3.490 -1.932 0.784
C 3.102 -0.483 -1.724
H 0.076 -4.382 -4.220
H -0.593 -4.148 -1.694
H -2.172 -0.506 2.604
H -1.266 0.397 3.860
H -1.521 -1.356 4.027
H 1.413 0.634 3.973
H 2.388 -0.813 3.656
H 1.011 -0.891 4.749
H -0.333 -3.177 1.739
H -0.252 -3.015 3.507
H 1.253 -3.151 2.573
H 2.758 3.668 -0.168
H 1.132 3.309 -0.785
H 2.531 2.329 -1.317
H 2.172 3.542 2.534
H 0.960 2.413 3.166
H 0.520 3.591 1.911
H 3.958 2.556 1.697
H 4.191 1.100 0.693
H 3.638 0.943 2.403
H 2.099 -3.227 -1.778
H 0.552 -2.350 -1.763
H 0.988 -3.386 -0.382
H 4.290 -2.378 0.177
H 3.054 -2.695 1.441
H 3.897 -1.106 1.385
H 3.816 -1.192 -2.145
H 3.640 0.403 -1.383
H 2.384 -0.192 -2.493
C -2.945 0.135 -2.820
C -1.593 0.511 -2.859
C -0.805 0.168 -3.936
C -1.236 -0.765 -4.887
C -2.575 -1.211 -4.796
C -3.346 -0.925 -3.674
S -3.978 0.982 -1.729
H -4.519 0.110 -0.863
H -1.129 1.016 -1.972
H 0.187 0.628 -4.075
H -0.506 -1.137 -5.640
H -2.959 -1.909 -5.564
H -4.229 -1.520 -3.421
C -2.349 4.334 1.786
N -2.547 2.927 1.412
C -3.896 2.396 1.647
C -1.587 2.171 0.995
N -0.960 1.220 0.669
H -3.266 4.729 2.215
H -2.089 4.943 0.917
H -1.551 4.426 2.529
H -4.338 2.010 0.732
H -3.868 1.596 2.393
H -4.531 3.203 2.007
```

Atom charges from the Mulliken analysis, given in e for atoms 1 to 8: 1.22, 0.70, 0.43, 0.73, 0.32, -0.54, -0.59, 0.29

---

# 3
ORCA calculation (ωB97M-V/def2-TZVPD) on the ion C9H12BrN2O with charge +1.

## Properties
Highest occupied orbital energy ... -12.451 eV
Total charge ... +1
HOMO-LUMO gap ... 7.8 eV
Calculated total energy ... -3108.43209 hartree
Max |F| ... 0.082 Eh/bohr

XYZ file:
```
25
C9H12BrN2O, DFT ωB97M-V/def2-TZVPD
C 2.274 -1.419 -1.571
C 4.124 0.573 -0.260
C 4.290 -2.314 -0.530
C 2.108 0.064 -1.666
C -1.353 -1.157 1.856
C 0.641 1.989 -1.035
C -1.116 -0.682 0.472
C 0.423 -0.368 0.140
C 0.672 0.473 -1.136
N 3.206 0.671 -0.990
N 3.139 -2.054 -0.887
O 5.274 -2.790 -0.246
Br 5.445 0.860 0.826
H 2.164 0.284 -2.703
H -1.244 -0.523 2.739
H -2.542 -1.271 2.099
H -0.825 -2.141 2.081
H 1.321 2.515 -1.743
H -0.349 2.579 -1.208
H 0.922 2.443 -0.118
H -1.539 -1.477 -0.275
H -1.646 0.242 0.114
H 0.722 0.216 0.915
H 0.881 -1.318 -0.066
H 0.013 0.061 -1.909
```

Atom charges from the Mulliken analysis, given in e for atoms 1 to 8: -0.76, 0.31, 0.52, 0.18, -1.21, -1.46, -0.49, -0.81

---

# 4
ORCA calculation (ωB97M-V/def2-TZVPD) on a cluster of 12 separate species, C52H127N7O24 in total.

## Properties
Highest occupied orbital energy ... -12.266 eV
Total charge ... +2
HOMO-LUMO gap ... 9.1 eV
Calculated total energy ... -4245.79653 hartree
Max |F| ... 0.068 Eh/bohr

XYZ file:
```
210
C52H127N7O24, DFT ωB97M-V/def2-TZVPD
C 1.830 -5.511 -5.697
O 0.767 -6.378 -5.948
C 1.153 -7.654 -6.511
C -0.088 -8.521 -6.350
N -0.660 -8.445 -5.010
H -1.126 -6.617 -4.468
H -1.501 -8.997 -5.034
C 0.288 -8.931 -4.022
C 0.952 -10.265 -4.031
O 1.989 -10.297 -4.977
C 2.972 -11.275 -4.571
H 2.578 -5.998 -5.127
H 1.458 -4.649 -5.039
H 2.305 -5.157 -6.604
H 2.036 -8.098 -6.094
H 1.268 -7.583 -7.632
H 0.224 -9.557 -6.455
H -0.818 -8.363 -7.159
H -0.311 -8.949 -3.092
H 1.018 -8.150 -3.851
H 0.323 -11.148 -4.156
H 1.409 -10.193 -2.999
H 3.707 -11.370 -5.362
H 2.614 -12.284 -4.516
H 3.405 -10.953 -3.637
C 2.247 -4.298 0.248
O 1.511 -3.594 1.202
C 1.893 -4.082 2.556
C 1.078 -3.240 3.467
N 1.728 -2.113 4.100
H 2.607 -1.913 3.619
H 0.356 -1.088 4.288
C 1.943 -2.347 5.507
C 2.591 -1.087 6.079
O 3.824 -0.907 5.402
C 4.873 -1.506 6.147
H 2.017 -3.928 -0.730
H 2.033 -5.379 0.298
H 3.330 -4.099 0.414
H 2.929 -3.896 2.673
H 1.747 -5.133 2.580
H 0.617 -3.732 4.326
H 0.231 -2.842 2.836
H 2.564 -3.230 5.677
H 0.918 -2.509 5.962
H 2.691 -1.152 7.206
H 2.078 -0.160 5.902
H 5.775 -1.076 5.708
H 4.860 -2.592 5.999
H 4.774 -1.266 7.193
C 5.167 -0.862 2.656
O 3.915 -0.927 2.116
C 3.133 0.256 1.921
C 2.240 0.228 0.673
N 1.094 -0.762 0.758
H 1.447 -1.710 0.870
H 0.521 -0.555 1.523
C 0.049 -0.508 -0.304
C -0.348 -1.848 -0.925
O 0.504 -2.578 -1.766
C 0.670 -1.958 -3.017
H 5.806 -0.459 1.861
H 5.482 -1.887 2.831
H 5.344 -0.314 3.630
H 3.873 1.102 1.848
H 2.580 0.484 2.854
H 2.855 0.041 -0.199
H 1.782 1.195 0.441
H 0.518 0.152 -1.081
H -0.808 -0.027 0.202
H -1.386 -1.687 -1.232
H -0.437 -2.558 -0.111
H 0.963 -2.728 -3.733
H 1.385 -1.135 -3.015
H -0.234 -1.587 -3.424
C -1.808 5.819 -2.442
O -0.957 4.881 -3.142
C -0.799 3.632 -2.538
C -0.089 3.619 -1.201
N 1.107 4.462 -1.243
H 1.981 3.618 -2.217
H 0.870 5.380 -1.613
C 1.566 4.751 0.137
C 2.443 5.998 0.064
O 1.693 7.012 -0.521
C 2.399 8.208 -0.638
H -1.285 6.086 -1.482
H -2.747 5.382 -2.181
H -1.986 6.721 -3.059
H -0.331 2.987 -3.287
H -1.780 3.149 -2.308
H 0.260 2.579 -0.997
H -0.894 3.805 -0.462
H 2.200 3.920 0.481
H 0.720 4.924 0.756
H 3.337 5.754 -0.556
H 2.768 6.342 1.105
H 3.437 7.960 -0.911
H 2.419 8.641 0.378
H 1.929 8.903 -1.376
C -4.091 5.772 5.121
O -4.290 5.274 3.804
C -4.680 3.926 3.928
C -5.057 3.456 2.567
N -3.961 3.951 1.617
H -3.779 4.918 2.019
H -2.740 2.986 1.671
C -4.462 4.079 0.224
C -4.631 2.759 -0.355
O -3.437 2.169 -0.860
C -3.393 0.798 -1.092
H -5.000 6.237 5.495
H -3.331 6.559 5.041
H -3.781 5.027 5.818
H -5.498 3.840 4.669
H -3.904 3.403 4.507
H -6.028 3.852 2.171
H -5.146 2.359 2.546
H -3.704 4.697 -0.346
H -5.438 4.531 0.150
H -5.451 2.886 -1.087
H -5.022 2.074 0.413
H -2.378 0.607 -1.391
H -4.079 0.434 -1.882
H -3.609 0.190 -0.169
C -7.180 -3.087 -7.236
O -5.879 -3.139 -6.702
C -5.840 -3.622 -5.404
C -4.526 -3.258 -4.808
N -3.326 -3.848 -5.557
H -3.043 -4.788 -5.174
H -3.489 -4.042 -6.551
C -2.091 -2.970 -5.582
C -2.198 -1.810 -6.568
O -2.935 -0.686 -6.115
C -2.674 0.412 -7.038
H -7.814 -2.486 -6.555
H -7.652 -4.080 -7.397
H -7.055 -2.597 -8.233
H -5.962 -4.652 -5.354
H -6.598 -3.213 -4.735
H -4.334 -3.499 -3.759
H -4.450 -2.181 -4.952
H -1.355 -3.601 -5.996
H -1.737 -2.652 -4.605
H -2.361 -2.077 -7.548
H -1.173 -1.465 -6.666
H -1.598 0.471 -7.225
H -3.039 1.334 -6.573
H -3.186 0.207 -7.979
C -0.164 2.004 8.147
O 1.092 1.715 7.490
C 1.778 2.858 6.967
C 1.223 3.274 5.547
N 1.802 4.476 4.915
H 3.753 5.247 4.659
H 1.748 4.277 3.956
C 1.069 5.703 5.177
C 1.210 6.872 4.260
O 0.521 6.559 2.989
C -0.609 7.350 2.794
H -0.561 3.001 7.940
H -0.089 1.876 9.219
H -0.942 1.188 7.890
H 2.783 2.572 6.967
H 1.747 3.837 7.587
H 0.174 3.450 5.539
H 1.411 2.364 4.908
H 1.268 6.077 6.159
H 0.023 5.397 5.191
H 2.240 7.140 4.095
H 0.714 7.721 4.701
H -0.895 7.225 1.700
H -0.467 8.435 2.957
H -1.391 6.973 3.531
C -0.855 3.797 2.855
C -0.902 2.522 2.062
O -2.035 2.151 1.602
O 0.141 1.850 1.882
H 0.099 3.854 3.211
H -1.565 3.763 3.633
H -1.156 4.544 2.171
C 3.651 1.646 -4.300
C 2.678 1.954 -3.166
O 2.794 3.176 -2.800
O 2.038 1.050 -2.640
H 4.644 1.606 -3.889
H 3.601 2.418 -5.008
H 3.351 0.706 -4.716
C 6.868 5.217 3.701
C 5.400 4.846 3.799
O 4.657 5.578 4.647
O 4.918 3.899 3.210
H 7.508 4.348 3.668
H 7.054 5.799 4.599
H 6.989 5.855 2.765
C -2.903 -0.839 4.587
C -1.578 -0.803 3.840
O -0.495 -0.731 4.692
O -1.473 -0.865 2.657
H -2.814 -0.218 5.502
H -3.119 -1.887 4.787
H -3.674 -0.436 3.925
C -0.455 -5.846 -2.342
C -1.515 -5.138 -3.136
O -1.777 -5.825 -4.277
O -2.111 -4.133 -2.827
H -0.291 -5.618 -1.314
H 0.396 -5.815 -3.040
H -0.695 -6.863 -2.331
```

Atom charges from the Mulliken analysis, given in e for atoms 1 to 8: -0.58, -0.06, -0.67, -0.97, -0.32, 0.43, 0.28, -0.52

---

# 5
ORCA calculation (ωB97M-V/def2-TZVPD) on a structure of composition C31H24FN4O5PdS4.

## Properties
Highest occupied orbital energy (alpha / beta) ... -10.503 / -10.750 eV
Total charge ... +1
Multiplicity ... 5
HOMO-LUMO gap (alpha / beta) ... 8.0 / 5.0 eV
Calculated total energy ... -3611.21571 hartree
Max |F| ... 0.014 Eh/bohr

XYZ file:
```
70
C31H24FN4O5PdS4, DFT ωB97M-V/def2-TZVPD
Pd 0.365 1.169 -2.142
C -2.669 -2.988 3.497
C -2.376 -1.575 3.993
C -1.561 -1.630 5.273
C -1.206 -0.233 5.755
C -0.425 0.478 4.684
C 0.525 1.421 4.996
C 1.238 2.057 3.985
F 2.156 2.973 4.331
C 1.027 1.774 2.670
C 0.058 0.823 2.328
C -0.189 0.559 0.909
O 0.553 1.120 0.071
C -1.271 -0.320 0.627
C -1.917 -0.936 1.670
N -1.640 -0.767 2.968
C -0.664 0.167 3.331
C -1.760 -0.706 -0.753
O -2.556 -1.643 -0.838
O -1.389 -0.003 -1.769
H -3.048 -3.575 4.334
H -1.756 -3.461 3.129
H -3.422 -3.021 2.711
H -3.320 -1.064 4.198
H -0.644 -2.198 5.087
H -2.137 -2.166 6.027
H -0.619 -0.281 6.671
H -2.118 0.325 5.982
H 0.727 1.677 6.030
H 1.587 2.270 1.889
H -2.709 -1.621 1.407
S 0.956 3.691 -2.163
C -0.715 3.845 -2.218
N -1.433 2.752 -2.444
C -2.754 2.997 -2.377
C -3.775 2.038 -2.538
C -5.071 2.457 -2.423
C -5.385 3.810 -2.157
C -4.403 4.768 -1.999
C -3.080 4.359 -2.109
S -1.639 5.295 -1.939
H -3.508 1.006 -2.732
H -5.875 1.741 -2.535
H -6.422 4.105 -2.072
H -4.653 5.802 -1.796
O 4.791 2.353 -2.047
C 5.331 1.130 -2.042
C 6.709 1.039 -1.851
C 7.327 -0.191 -1.844
C 6.593 -1.370 -2.021
C 5.238 -1.296 -2.208
C 4.576 -0.051 -2.224
C 3.141 0.007 -2.414
O 2.530 1.117 -2.424
N 2.516 -1.202 -2.591
N 1.253 -1.107 -2.902
C 0.681 -2.309 -2.998
S 1.470 -3.728 -2.384
C 0.204 -4.877 -2.996
C -1.123 -4.154 -3.009
S -0.858 -2.498 -3.691
H 3.833 2.251 -2.172
H 7.264 1.958 -1.711
H 8.400 -0.244 -1.700
H 7.094 -2.329 -2.011
H 4.648 -2.192 -2.344
H 0.185 -5.729 -2.320
H 0.504 -5.207 -3.989
H -1.535 -4.010 -2.013
H -1.857 -4.654 -3.639
```

Atom charges from the Mulliken analysis, given in e for atoms 1 to 8: 0.34, -1.70, 0.44, -1.00, -0.98, 1.01, -0.74, 0.06

---

# 6
ORCA calculation (ωB97M-V/def2-TZVPD) on a structure of composition C9H22N2NiO5.

## Properties
Highest occupied orbital energy (alpha / beta) ... -5.939 / -5.831 eV
Total charge ... 0
Multiplicity ... 3
HOMO-LUMO gap (alpha / beta) ... 6.2 / 6.1 eV
Calculated total energy ... -2349.84795 hartree
Max |F| ... 0.278 Eh/bohr

XYZ file:
```
39
C9H22N2NiO5, DFT ωB97M-V/def2-TZVPD
Ni -0.590 -0.926 0.843
C -0.511 -2.606 2.396
O 0.578 -2.258 1.996
O -1.150 -1.530 2.671
O -1.008 -2.944 1.300
C 0.055 1.957 2.934
C 0.337 2.017 1.482
C 1.870 1.469 1.165
O 2.111 1.429 -0.222
C 2.683 2.569 -0.762
N -0.762 1.174 1.008
H 0.161 1.015 3.471
H -0.922 2.369 3.190
H 0.729 2.647 3.441
H 0.305 3.089 1.292
H 2.007 0.431 1.469
H 2.536 2.035 1.816
H 1.884 3.232 -1.093
H 3.269 2.159 -1.584
H 3.387 3.058 -0.088
H -1.329 1.341 1.827
H -1.363 1.690 0.382
C 0.753 -2.154 -2.910
C -0.037 -1.169 -2.006
C -1.364 -1.636 -1.733
O -1.924 -0.748 -0.744
C -3.355 -0.771 -0.774
N 0.743 -0.976 -0.824
H 0.219 -2.179 -3.860
H 0.871 -3.164 -2.516
H 1.771 -1.793 -3.056
H -0.068 -0.199 -2.502
H -1.442 -2.637 -1.308
H -1.911 -1.533 -2.670
H -3.796 0.218 -0.649
H -3.728 -1.321 0.091
H -3.750 -1.278 -1.654
H 1.324 -1.793 -0.704
H 1.417 -0.284 -1.116
```

Atom charges from the Mulliken analysis, given in e for atoms 1 to 8: 0.53, 0.83, -0.64, -0.81, -0.73, -1.87, 0.54, -0.96